(1)
DFT (ωB97M-V/def2-TZVPD) results for a molecular structure, C22H42N2O5Rb in a non-equilibrium geometry.

Last column: Löwdin spin population.
Geometry (Å):
H1 -1.023 -0.678 4.057  0.000
C1 -6.094 -1.169 -0.942  0.000
H2 4.281 -3.191 -2.992  0.000
H3 0.081 -1.652 4.845  0.001
C2 1.100 0.115 3.913  0.021
Rb1 -0.220 -1.230 -0.205  0.000
O1 -4.800 -1.549 -1.438  0.000
O2 -4.431 0.557 -1.029  0.000
C3 0.111 3.403 1.969  0.001
C4 -6.582 1.078 -1.840  0.000
H4 4.018 -1.848 -4.199  0.000
C5 0.547 -1.066 -3.997  -0.001
N1 2.276 -0.492 -2.391  0.031
N2 0.967 1.095 2.839  0.314
H5 0.307 1.216 -2.207  -0.001
H6 -1.870 0.963 3.598  0.000
H7 -6.057 0.616 0.174  0.000
C6 2.856 -1.915 -2.308  0.001
H8 -0.060 1.505 -3.929  0.000
C7 2.394 0.416 -4.912  0.001
H9 -6.019 1.114 -2.772  0.000
C8 1.745 -2.953 -2.815  -0.001
H10 -0.310 -1.112 -3.325  0.000
C9 2.467 -0.621 3.869  0.003
H11 2.227 -3.897 -3.070  0.000
H12 -6.286 -1.526 0.070  0.000
C10 -3.803 -0.610 -1.396  0.000
H13 2.991 -0.394 -5.333  0.000
H14 2.342 -2.229 -0.283  -0.001
C11 0.248 2.905 4.324  0.001
H15 -6.614 2.102 -1.468  0.000
H16 1.886 0.930 -5.728  0.000
O3 1.135 0.639 1.513  0.505
C12 -0.054 2.195 3.008  0.017
H17 3.623 -3.409 -0.782  0.000
H18 -7.619 0.746 -1.884  0.000
C13 0.735 1.337 -3.203  0.000
H19 2.472 -1.392 3.098  0.000
O4 -2.617 -0.822 -1.690  -0.001
H20 0.654 2.653 6.350  0.000
H21 0.184 -3.144 -4.299  0.000
H22 -0.777 1.801 5.754  0.000
C14 0.266 2.036 5.540  0.000
H23 3.194 1.100 -4.628  0.000
H24 -0.416 4.324 2.216  0.000
H25 -0.171 3.160 0.945  0.000
H26 2.740 -1.321 4.659  0.000
H27 1.145 -3.229 -1.948  -0.001
H28 3.908 -1.694 -0.416  0.000
C15 4.141 -2.121 -3.151  0.001
H29 -0.379 3.790 4.434  0.000
C16 0.003 -1.030 3.953  0.016
H30 4.989 -1.594 -2.716  0.000
H31 0.748 0.097 5.980  0.000
C17 3.228 -2.399 -0.895  -0.001
C18 1.143 0.854 5.303  0.000
C19 1.060 -2.515 -4.144  0.000
H32 2.094 0.997 5.817  0.000
C20 -5.798 0.308 -0.839  0.000
H33 -2.098 2.711 3.164  0.001
O5 3.162 0.472 -1.731  0.078
H34 1.769 -2.559 -4.970  0.000
H35 3.370 -0.018 3.780  0.000
H36 0.137 -0.977 -5.003  0.000
H37 1.204 3.389 4.128  0.001
H38 -6.822 -1.491 -1.687  0.000
H39 -1.861 1.458 1.982  0.001
H40 1.195 3.489 2.045  0.000
C21 1.572 0.069 -3.647  0.001
C22 -1.544 1.793 2.970  0.012
H41 0.167 -1.750 3.151  0.001
H42 1.442 2.166 -3.237  0.000

As for the multiplicity: 2. The value obtained for the HOMO-LUMO gap (alpha / beta) is 4.2 / 3.3 eV. Its LUMO energy (alpha / beta) is -0.520 / -0.664 eV.

---

(2)
DFT (ωB97M-V/def2-TZVPD) results for 2 unconnected molecules or ions with the total composition C4H8NO in a non-equilibrium geometry.

Last column: Mulliken charge in e.
Geometry (Å):
C1 -1.992 0.321 -0.317  0.336
H1 2.185 -0.971 1.906  0.291
H2 -3.827 1.051 -0.030  0.299
C2 1.762 -0.967 0.851  0.230
H3 3.390 0.087 0.628  0.265
N1 2.585 -0.248 0.071  -0.350
H4 -0.180 0.747 -1.382  0.354
C3 -3.194 0.163 -0.095  -0.416
H5 -0.108 -0.419 -0.114  0.150
H6 2.746 -0.394 -0.906  0.245
H7 -0.227 1.312 0.365  0.341
C4 -0.613 0.577 -0.420  -0.460
O1 0.681 -1.488 0.558  -0.568
H8 -3.457 -0.863 0.213  0.283

The value obtained for the HOMO-LUMO gap is 9.3 eV. The net charge is +1. As for the energy above the lowest of the compared OMol25 structures with the same formula, charge and spin: 62.6 kcal per mole. Its LUMO energy is -5.482 eV.

---

(3)
DFT (ωB97M-V/def2-TZVPD) results for 8 unconnected molecules or ions with the total composition C21H62N4O9 in a non-equilibrium geometry.

Last column: Mulliken charge in e.
Geometry (Å):
C1 0.738 0.113 0.398  0.551
H1 3.962 2.432 -2.145  0.211
O1 -0.856 4.110 4.251  -0.540
H2 7.078 -0.473 1.615  0.296
H3 0.797 0.356 -3.102  -0.061
H4 -0.604 -2.499 -3.067  0.439
H5 0.674 2.593 -6.789  0.408
H6 -2.567 -4.020 2.655  0.249
C2 -0.985 3.181 5.316  -0.494
C3 -0.316 -2.650 -2.023  -0.886
H7 -1.758 -7.087 -3.727  0.298
H8 -1.641 3.698 1.383  0.294
C4 -1.802 0.779 -2.613  -0.205
N1 6.509 -0.866 2.359  -0.750
C5 -3.965 4.747 1.543  -0.726
O2 -1.137 -6.268 -1.962  -0.326
H9 5.930 -0.808 -0.167  0.399
N2 2.118 0.951 -5.459  -0.766
O3 -0.894 1.457 -3.445  -0.314
C6 -2.798 -3.159 2.022  -0.783
H10 6.567 -0.156 3.086  0.295
O4 2.153 0.203 0.554  -0.227
H11 -0.216 -0.202 -4.477  0.248
C7 -0.917 -3.935 -1.486  0.639
H12 -1.086 -4.850 -3.441  0.466
H13 2.741 0.609 -4.727  0.242
H14 0.177 1.657 1.788  0.303
H15 2.377 -0.552 1.151  0.200
H16 -0.329 3.435 6.145  0.282
H17 -1.242 3.652 3.465  0.474
H18 -1.123 -3.000 0.948  0.297
H19 4.191 -1.078 -0.122  0.066
H20 2.682 1.631 -5.956  0.275
H21 -6.406 6.330 0.100  0.246
O5 2.924 -1.789 2.271  -0.322
N3 -2.225 3.102 1.954  -0.265
H22 4.274 -1.471 3.730  0.329
H23 2.488 -3.708 3.021  0.335
C8 0.184 0.672 -3.956  -0.092
H24 2.072 -2.332 4.058  0.370
C9 -3.653 3.267 1.647  0.552
H25 0.778 -2.708 -2.092  0.396
H26 -4.757 6.887 0.362  0.310
H27 1.270 2.500 -4.297  0.195
C10 -1.049 -7.306 -2.924  -0.753
H28 -0.567 1.360 -6.457  0.282
N4 -0.300 -4.246 -0.184  -0.631
H29 -0.714 2.171 4.985  0.130
H30 -1.273 -8.251 -2.439  0.257
O6 4.222 1.998 -0.128  -0.538
H31 2.537 2.680 -1.116  0.140
H32 -1.301 0.212 -1.821  -0.266
H33 0.459 -5.124 -2.664  0.437
H34 0.476 0.722 -0.472  0.092
C11 -0.619 -5.064 -2.468  -0.979
C12 -5.568 6.286 0.790  -0.754
H35 0.626 0.137 2.514  0.166
O7 -5.191 4.928 0.889  -0.331
H36 -0.040 -7.370 -3.342  0.316
H37 -3.911 5.178 2.554  0.360
H38 -5.817 6.670 1.782  0.304
O8 -1.301 0.197 1.766  -0.511
C13 3.631 2.759 -1.153  -0.560
H39 -0.453 -5.232 0.022  0.255
H40 1.110 -2.609 2.600  0.065
H41 -0.529 -1.735 -1.477  -0.343
C14 5.129 -1.317 0.375  -1.091
C15 2.111 -2.684 3.020  -0.744
H42 -3.407 -2.438 2.562  0.290
C16 0.073 2.121 -6.012  -1.398
H43 0.709 -4.148 -0.265  0.266
C17 4.287 -1.840 2.698  -1.115
C18 0.949 1.614 -4.858  0.575
H44 4.673 0.083 1.933  0.143
H45 -3.922 2.819 0.679  0.119
H46 3.632 1.261 0.095  0.487
O9 -1.602 -2.490 1.644  -0.539
H47 -2.026 3.153 5.656  0.213
H48 -2.408 1.553 -2.147  0.226
H49 -3.342 -3.534 1.152  0.286
H50 -3.177 5.268 0.978  0.405
H51 3.861 3.817 -1.023  0.327
H52 -2.042 2.107 1.861  0.010
C19 -4.486 2.525 2.682  -1.397
H53 -4.296 2.949 3.672  0.239
H54 -1.380 -0.788 1.710  0.309
H55 0.409 -0.906 0.158  -0.738
C20 0.049 0.578 1.689  -0.014
H56 -2.465 0.078 -3.133  0.306
H57 -1.990 -3.775 -1.369  0.209
H58 -5.534 2.652 2.411  0.408
H59 -4.228 1.468 2.743  0.326
H60 -0.589 2.907 -5.635  0.321
H61 4.694 -2.853 2.639  0.372
C21 5.131 -0.913 1.841  0.785
H62 5.352 -2.378 0.220  0.361

The value obtained for the HOMO-LUMO gap is 9.5 eV. As for the energy above the lowest of the compared OMol25 structures with the same formula, charge and spin: 11.3 kcal per mole. Its LUMO energy is 0.410 eV.